The following is a DFT calculation (ωB97M-V with the def2-TZVPD basis set) of a structure of composition C51H42NNiO2Sb.

The geometry in XYZ format:
```
98
Properties=species:S:1:pos:R:3
Ni 0.71 0.15 0.16
O 0.59 1.64 -0.88
C 1.54 2.17 -1.76
C 2.46 1.05 -2.29
C 3.36 0.43 -1.26
C 4.73 0.47 -1.45
C 5.56 -0.12 -0.51
C 4.99 -0.74 0.58
C 3.61 -0.75 0.72
C 3.04 -1.43 1.94
C 1.61 -1.95 1.88
O 0.72 -0.88 1.71
C 1.33 -2.60 3.24
C 1.07 -1.77 4.33
C 0.82 -2.30 5.59
C 0.84 -3.68 5.78
C 1.11 -4.52 4.71
C 1.35 -3.98 3.45
C 1.38 -2.96 0.75
C 0.05 -3.28 0.45
C -0.26 -4.13 -0.60
C 0.76 -4.69 -1.37
C 2.08 -4.40 -1.06
C 2.38 -3.54 -0.01
N 2.81 -0.18 -0.19
C 2.34 3.27 -1.06
C 3.57 3.72 -1.51
C 4.25 4.74 -0.86
C 3.69 5.35 0.25
C 2.45 4.92 0.71
C 1.78 3.89 0.06
C 0.78 2.74 -2.97
C -0.05 1.88 -3.69
C -0.79 2.33 -4.77
C -0.72 3.66 -5.15
C 0.10 4.53 -4.45
C 0.85 4.07 -3.37
H 1.79 0.27 -2.68
H 3.06 1.39 -3.13
H 5.14 0.96 -2.32
H 6.64 -0.10 -0.64
H 5.60 -1.22 1.33
H 3.73 -2.22 2.23
H 3.06 -0.70 2.76
H 1.03 -0.70 4.18
H 0.61 -1.64 6.42
H 0.65 -4.10 6.76
H 1.13 -5.59 4.85
H 1.56 -4.64 2.62
H -0.74 -2.86 1.06
H -1.30 -4.35 -0.83
H 0.52 -5.35 -2.20
H 2.88 -4.83 -1.65
H 3.42 -3.34 0.21
H 4.02 3.28 -2.40
H 5.21 5.07 -1.23
H 4.22 6.15 0.76
H 2.00 5.39 1.58
H 0.81 3.55 0.41
H -0.12 0.84 -3.38
H -1.43 1.64 -5.31
H -1.30 4.02 -5.99
H 0.16 5.57 -4.74
H 1.47 4.77 -2.83
C -4.04 4.25 -0.50
C -3.22 3.67 -1.46
C -2.67 2.42 -1.23
C -2.94 1.72 -0.05
C -3.76 2.32 0.91
C -4.30 3.58 0.68
Sb -1.93 -0.14 0.23
C -2.92 -1.33 -1.22
C -3.72 -2.43 -0.90
C -4.28 -3.21 -1.91
C -4.04 -2.90 -3.25
C -3.25 -1.81 -3.57
C -2.68 -1.04 -2.56
C -2.92 -0.82 1.98
C -2.17 -1.22 3.08
C -2.80 -1.68 4.23
C -4.18 -1.72 4.30
C -4.94 -1.31 3.21
C -4.32 -0.86 2.05
H -4.47 5.23 -0.67
H -2.99 4.19 -2.38
H -2.00 2.00 -1.98
H -3.97 1.81 1.84
H -4.93 4.03 1.44
H -3.90 -2.70 0.13
H -4.89 -4.06 -1.65
H -4.48 -3.50 -4.03
H -3.06 -1.56 -4.61
H -2.05 -0.20 -2.83
H -1.08 -1.19 3.02
H -2.19 -1.99 5.08
H -4.67 -2.07 5.20
H -6.02 -1.33 3.26
H -4.92 -0.53 1.22
```

The value obtained for the energy above the lowest of the compared OMol25 structures with the same formula, charge and spin is 0.8 kcal/mol. The LUMO energy (alpha / beta) is 0.0185 / 0.0158 hartree. The value obtained for the maximum force is 0.811 eV Å⁻¹. Its net charge is 0. Its spin multiplicity is 3. Its HOMO energy (alpha / beta) is -7.72 / -8.32 eV. The expectation value of S² is 2.01. For the HOMO-LUMO gap (alpha / beta), the calculation gives 8.219 / 8.744 eV.

Atom charges from the Mulliken analysis, given in e for atoms 1 to 8: atom 1 (Ni): 0.737, atom 2 (O): -0.586, atom 3 (C): 2.253, atom 4 (C): -2.583, atom 5 (C): 0.236, atom 6 (C): -0.472, atom 7 (C): -1.077, atom 8 (C): -0.680